Computed, not measured: a molecular structure, C34H47N5O6PtSSi at a distorted geometry, with ωB97M-V with the def2-TZVPD basis set.

LUMO level (spin up / spin down) ... -0.037 / -0.036 hartree
Highest occupied orbital energy (spin up / spin down) ... -7.144 / -7.047 eV
Energy above the lowest of the compared OMol25 structures with the same formula, charge and spin ... 0.181 eV
Gap between HOMO and LUMO (spin up / spin down) ... 0.225 / 0.223 Eh
Total energy ... -2855.85394 Ha

Cartesian coordinates (Å):
Pt -0.35944 0.21033 -0.45692
S -1.08945 -5.70971 1.60042
Si -1.52956 2.21027 -0.52487
O 0.43014 -0.90455 1.38799
O -5.08607 -3.42224 1.06021
O 0.24264 -0.00563 -3.28415
O -4.77578 -4.97343 -0.40089
O -2.52676 -5.68467 1.74630
O -0.31702 -6.71866 2.27920
N 2.55012 0.67612 0.05717
N -1.73187 -1.75239 -0.66694
N -4.44273 -3.96642 0.19261
N -2.12723 -3.91283 -0.81003
N 1.69669 0.37169 -0.85560
C -2.94525 -1.99611 -0.08940
C 4.36820 1.52510 4.40921
C 3.33894 1.00965 3.60057
C 1.29403 -0.23425 2.01040
C -0.82137 2.80464 2.17435
C 2.16274 0.42053 4.19162
C -1.86490 -5.34121 -1.05001
C -1.26376 -2.90846 -1.09434
C 2.38475 0.48316 1.36562
C 4.31017 0.62804 -3.54210
C -0.74673 -5.88260 -0.15594
C 1.21017 -0.17102 3.45540
C 0.05868 -3.10299 -1.74985
C -3.12199 3.52041 1.48939
C -3.14777 2.00983 -1.47264
C 2.19595 0.32315 -4.60655
C 3.45718 1.04585 2.20097
C -0.37171 3.39995 -2.79884
C -0.49194 -0.16536 -4.48589
C 5.62238 2.09815 2.45554
C -1.21849 -3.54899 3.25209
C 3.67758 0.58390 -2.30932
C -0.43674 -4.10706 2.06230
C -0.61848 3.70351 -1.31322
C -2.60691 1.10022 1.79274
C 0.75243 3.94142 -0.65455
C 2.29511 0.43766 -2.17926
C -1.45814 4.98738 -1.22220
C -2.03924 2.44871 1.30404
C 5.50525 2.05254 3.85046
C 4.61587 1.61818 1.64834
C -3.20983 -3.31794 -0.18556
C 3.56513 0.51308 -4.69878
C 1.56310 0.26537 -3.37157
H -1.30556 3.21798 -3.34688
H -1.13633 -4.20423 4.12294
H -3.51913 0.82373 1.24521
H -0.82120 -2.56658 3.50471
H -3.55884 -1.22409 0.35122
H 1.31444 4.69464 -1.22584
H -0.63840 -6.95916 -0.29605
H 4.70309 1.67925 0.57328
H 4.24807 1.48581 5.48874
H -0.94212 5.80036 -1.75268
H -2.86941 1.16638 2.85880
H 0.61206 -4.29395 2.30040
H -0.50772 -3.43935 1.20079
H -0.44417 3.80663 1.94958
H 0.21745 -5.40260 -0.33383
H -1.51959 -0.34503 -4.18064
H -3.37736 3.59531 2.55620
H -2.27594 -3.44584 3.00466
H 0.12944 4.25794 -3.27071
H 4.03899 0.54229 -5.67257
H 6.30530 2.42435 4.47953
H 1.35249 3.02394 -0.62771
H 0.65994 4.30993 0.37137
H 0.00213 2.09461 2.03336
H -1.59923 5.31328 -0.18781
H -1.59984 -5.47152 -2.09598
H -1.10330 2.79050 3.23763
H -0.12763 -1.01975 -5.06331
H 4.25548 0.66182 -1.40391
H -0.44795 0.73615 -5.10219
H 2.06350 0.45570 5.27362
H 0.37700 -2.15671 -2.18430
H 0.01019 -3.86199 -2.53364
H -3.68633 1.10153 -1.17232
H -3.80296 2.86929 -1.27797
H -2.44735 4.86780 -1.68080
H 0.27207 2.53137 -2.91676
H 6.51599 2.51603 2.00728
H -2.78972 4.50866 1.16409
H 0.81992 -3.40476 -1.02426
H 5.38635 0.74437 -3.59215
H -1.87636 0.28742 1.68120
H -2.97958 1.95554 -2.55465
H -2.77754 -5.87863 -0.86304
H 0.34466 -0.63314 3.91523
H 1.61655 0.20720 -5.51303
H -4.03963 3.27520 0.94568

Atomic forces in eV per Å
Pt -0.4 -0.7 -0.4
S -0.1 0.0 0.2
Si 0.4 -0.2 -0.7
O 0.4 -0.3 0.3
O 0.0 0.2 0.1
O -0.5 -0.1 0.0
O 0.2 -0.1 -0.1
O 0.1 0.0 -0.1
O -0.1 0.1 -0.1
N 0.3 -0.6 0.4
N -0.4 1.0 0.3
N 0.2 -0.1 0.0
N -0.3 -0.3 -0.3
N -0.3 0.7 -0.5
C 0.0 0.3 0.1
C -0.2 -0.1 0.1
C 0.1 0.0 0.0
C -0.1 -0.1 -0.2
C -0.1 0.0 0.1
C 0.1 0.1 0.2
C 0.3 0.3 0.3
C 0.2 0.0 0.0
C -0.2 0.5 -0.1
C 0.1 0.0 0.1
C -0.1 0.2 0.0
C 0.1 -0.1 0.0
C 0.0 0.0 0.0
C 0.0 0.0 0.0
C -0.1 -0.1 -0.2
C 0.2 0.0 -0.1
C -0.1 -0.1 0.0
C -0.1 0.1 0.0
C 0.0 0.0 0.2
C 0.0 0.0 0.1
C 0.0 -0.1 0.0
C -0.1 0.1 0.0
C -0.2 0.0 0.1
C 0.2 0.0 0.1
C -0.1 0.0 0.0
C 0.0 0.0 0.0
C 0.1 0.2 0.2
C 0.0 0.0 0.0
C 0.2 -0.2 0.2
C 0.1 0.0 -0.1
C -0.1 0.0 0.0
C 0.1 -0.3 0.1
C 0.0 0.0 -0.1
C 0.1 -0.1 0.1
H 0.2 0.0 0.1
H 0.0 0.1 -0.1
H 0.1 0.1 0.1
H 0.0 -0.1 0.0
H 0.1 -0.1 -0.1
H -0.1 -0.1 0.1
H 0.0 0.0 0.0
H 0.0 0.0 0.0
H 0.0 0.0 -0.1
H -0.1 -0.1 0.0
H 0.0 0.0 -0.1
H 0.0 0.1 -0.1
H 0.0 0.0 0.1
H -0.1 -0.1 0.1
H 0.0 -0.1 0.0
H 0.0 0.0 0.0
H 0.0 0.0 -0.1
H 0.1 0.0 0.0
H -0.1 -0.1 0.1
H 0.0 0.0 0.0
H -0.1 0.0 0.0
H -0.1 0.2 0.0
H 0.0 0.0 -0.2
H -0.1 0.1 0.0
H 0.1 0.0 -0.1
H 0.0 0.0 -0.1
H 0.0 0.0 -0.1
H 0.0 0.0 0.0
H 0.1 0.0 0.0
H 0.0 0.0 0.0
H 0.0 0.0 -0.1
H -0.1 0.0 0.0
H 0.0 0.1 0.0
H 0.1 0.2 -0.1
H 0.1 -0.2 -0.1
H 0.1 0.0 0.1
H 0.0 -0.1 0.0
H 0.0 0.0 0.0
H -0.1 -0.1 0.1
H 0.0 0.1 0.0
H -0.1 0.0 0.0
H -0.1 0.1 0.1
H 0.0 0.0 0.2
H -0.3 -0.1 0.1
H 0.0 0.0 -0.1
H 0.1 0.0 0.1
H 0.1 0.0 0.1